Record 1
Entry from the OMol25 dataset: a molecular structure, C22H36IN6O5P2Re at a distorted geometry (ωB97M-V with the def2-TZVPD basis set).

Structure (XYZ):
```
73
Properties=species:S:1:pos:R:3:forces:R:3
Re 0.4205 0.2328 -1.3480 -2.0 -0.8 0.6
C -3.9840 -0.7475 -2.0197 0.0 0.0 -0.1
C -3.6956 0.7050 -1.8199 0.6 0.0 0.1
N -4.6812 1.5659 -1.7721 0.0 0.5 0.1
C -4.4236 2.8850 -1.6397 -0.1 -0.3 -0.1
C -3.1618 3.4479 -1.5592 -0.3 0.1 0.0
C -3.0105 4.9540 -1.4245 0.0 0.0 -0.1
O -2.0413 5.4930 -2.3118 0.0 -0.2 0.0
C -2.0799 2.5544 -1.5689 0.1 -0.5 0.1
C -0.7289 3.0247 -1.5530 0.1 0.1 -0.1
N 0.3159 2.2524 -1.5286 0.1 0.3 0.1
C 1.6080 2.8721 -1.6543 0.1 0.1 0.0
C 1.9227 4.0648 -1.0126 -0.1 0.0 0.1
C 3.1734 4.6323 -1.1825 0.1 0.0 -0.1
C 4.1278 4.0182 -1.9873 0.0 0.0 0.0
C 3.8378 2.8207 -2.6321 0.1 0.2 0.0
C 2.5847 2.2772 -2.4486 0.0 -0.1 -0.2
I 2.0874 0.4556 -3.4018 -0.1 0.0 0.2
C -2.3550 1.1765 -1.6843 -1.1 0.6 0.0
O -1.4095 0.2492 -1.6682 2.0 -0.2 -0.4
H -5.0175 -0.9495 -1.7520 0.0 0.0 0.0
H -3.3085 -1.3825 -1.4467 0.0 0.0 0.0
H -3.8574 -1.0022 -3.0760 0.0 0.0 0.0
H -5.3004 3.5225 -1.6160 0.0 0.0 0.0
H -2.6966 5.1939 -0.4074 0.1 0.0 0.0
H -3.9847 5.4185 -1.5673 0.0 0.0 0.0
H -2.4698 5.8762 -3.0877 0.0 0.0 0.1
H -0.5743 4.0903 -1.6685 0.0 0.1 0.0
H 1.1929 4.5402 -0.3665 0.0 0.0 0.0
H 3.4067 5.5622 -0.6808 0.0 0.0 0.0
H 5.1031 4.4668 -2.1191 0.0 0.0 0.0
H 4.5739 2.3460 -3.2674 0.0 0.0 0.0
C -2.6964 0.0575 1.6684 -0.1 0.0 0.1
N -1.8004 -1.1122 1.6249 -0.3 0.0 -0.1
C -2.3819 -2.3139 2.2606 0.0 0.0 -0.1
P -0.2024 -0.8642 1.6730 -0.2 0.0 0.2
O 0.1473 0.2615 0.6677 0.6 -0.2 -0.6
O 0.3964 -2.2657 1.2551 -0.1 0.1 0.1
P 1.3325 -2.6997 0.0089 0.0 0.1 -0.2
O 0.9700 -1.7504 -1.1412 0.2 0.4 0.3
N 0.9532 -4.2086 -0.2850 -0.3 -0.4 -0.2
C 0.7615 -5.1887 0.8008 -0.1 0.0 -0.1
C 0.6281 -4.6867 -1.6469 0.0 -0.1 0.1
N 2.8532 -2.5035 0.4661 0.5 0.0 -0.2
C 3.4875 -1.1822 0.4663 0.0 0.0 0.2
C 3.7486 -3.6193 0.8324 0.0 0.0 0.0
N 0.5069 -0.5092 3.0676 0.2 0.3 0.2
C 0.6402 -1.5232 4.1327 0.0 0.0 0.0
C 0.6572 0.8871 3.5276 0.0 -0.1 0.1
H -3.5965 -0.1675 1.0955 0.0 0.0 0.0
H -2.2141 0.9315 1.2352 0.0 0.0 0.0
H -2.9955 0.2934 2.6916 0.0 0.0 0.0
H -3.2714 -2.6081 1.7060 0.0 0.0 0.0
H -2.6680 -2.1131 3.2943 0.0 0.0 0.0
H -1.6798 -3.1434 2.2393 0.0 0.0 0.0
H 1.0597 -4.7746 1.7627 0.0 0.0 0.0
H 1.3664 -6.0722 0.6023 0.0 0.0 0.0
H -0.2858 -5.4868 0.8538 0.0 0.0 0.0
H 0.9149 -3.9548 -2.3957 0.0 0.0 0.0
H -0.4400 -4.8826 -1.7287 0.0 0.0 0.0
H 1.1729 -5.6086 -1.8385 0.0 0.0 0.0
H 4.1609 -1.0747 -0.3846 0.0 0.0 0.0
H 4.0569 -1.0450 1.3851 0.0 0.0 0.0
H 2.7456 -0.3791 0.4452 0.0 0.0 0.0
H 3.3134 -4.5710 0.5455 0.0 0.0 0.0
H 3.9424 -3.6180 1.9044 0.0 0.0 0.0
H 4.6923 -3.5066 0.3014 0.0 0.0 0.0
H 0.3981 -2.5180 3.7656 0.0 0.0 0.0
H -0.0227 -1.2890 4.9653 0.0 0.0 0.0
H 1.6656 -1.5328 4.4987 0.0 0.0 0.0
H 0.4538 1.5875 2.7223 0.0 0.0 0.0
H 1.6776 1.0468 3.8722 0.0 0.0 0.0
H -0.0224 1.0915 4.3547 0.0 0.0 0.0
```
Positions in Å, forces in eV/Å.

Summary:
Orbital gap (spin up / spin down) = 5.83 / 6.55 eV
Molecular weight = 839.6 g mol⁻¹
Energy = -2622.5380 a.u.
Total charge = +3
Strongest force on any atom = 2.25 eV/A
Energy relative to the best compared isomer or geometry (same formula, charge and spin) = 10.1 kcal/mol
Spin multiplicity = 2


Record 2
Entry from the OMol25 dataset: a molecular structure, C22H36N2O4 at a distorted geometry (ωB97M-V with the def2-TZVPD basis set).

Structure (XYZ):
```
64
Properties=species:S:1:pos:R:3:forces:R:3
O -6.7542 -0.3557 1.3075 -1.7 -0.1 -2.6
C -5.3822 -0.1084 0.6645 -6.1 -1.8 -3.5
C -5.4618 1.2088 -0.3069 -7.0 -4.2 3.1
O -4.4592 1.2469 -1.1554 -2.8 -0.1 -4.5
C -3.2851 1.4806 -0.7636 3.0 3.2 8.5
C -3.1319 1.9750 0.7499 2.4 -1.1 -1.6
C -1.8938 2.2950 1.2624 2.3 1.6 -5.3
C -0.7543 2.4148 0.0834 -1.1 -1.1 3.6
C -1.0241 2.0416 -1.2069 4.7 2.1 3.7
C -2.2066 1.6130 -1.5164 -5.3 -1.3 -2.4
H -2.4933 1.5644 -2.5088 -0.1 -0.6 -2.4
H -0.2789 2.0701 -1.9401 1.1 0.1 -0.9
O 0.4984 2.5792 0.6267 -2.3 0.6 2.9
C 1.6661 2.8483 -0.0142 2.9 -7.9 8.9
C 2.3557 1.3829 -0.1555 -1.4 1.8 5.1
O 1.5110 0.3462 -0.4772 6.6 0.5 -6.6
H 0.7805 0.1543 -0.0739 -6.4 -0.6 4.4
C 3.6496 1.4263 -0.7446 2.7 4.8 -6.3
N 4.8217 0.6459 -0.5335 -3.0 -2.5 4.4
C 5.3076 0.8150 0.9375 2.4 0.2 -4.6
C 6.5857 -0.0416 0.8147 1.0 3.7 3.1
C 6.2163 -1.4259 0.8771 5.0 -3.4 -6.9
C 5.5891 -1.6080 -0.5406 -0.9 -4.4 -0.8
C 4.2777 -0.8031 -0.4525 9.6 4.8 -16.0
H 3.8226 -0.7916 -1.8235 0.6 -0.7 4.4
H 3.7337 -1.1598 0.1585 -7.9 -3.7 8.3
H 5.3287 -2.9548 -0.7274 0.6 4.1 0.4
H 6.2813 -1.2698 -1.4556 -1.6 -0.8 2.4
H 7.1821 -2.1339 0.8421 -1.5 1.6 0.1
H 5.7449 -1.9119 1.6184 -2.5 -0.6 2.9
H 7.3160 0.4087 0.0643 -1.3 -1.3 0.4
H 7.0817 0.1174 1.7423 1.0 0.6 1.1
H 5.5862 1.8752 0.9353 -0.5 -0.1 1.1
H 4.6580 0.3486 1.6375 -0.8 0.5 0.9
H 3.4013 1.2486 -1.8732 0.7 0.6 1.2
H 4.1463 2.6874 -0.6837 -1.9 -3.5 -0.2
H 2.6061 1.1633 0.8536 0.1 0.2 1.9
H 1.4345 3.0805 -0.8163 -3.2 4.5 -14.1
H 2.2785 3.5543 0.4236 1.2 1.2 1.5
H -1.7315 2.8598 2.2072 0.0 -1.0 -0.7
H -3.7940 2.0303 1.5824 -1.6 -0.3 -0.3
H -6.6044 1.0378 -0.7238 3.1 -0.1 -0.7
H -5.9164 1.9843 0.3338 2.0 1.0 0.0
C -5.0151 -1.4751 -0.0262 2.8 7.9 -1.2
N -3.6227 -1.2484 -0.1725 4.7 -2.5 3.5
C -2.8224 -2.1145 -1.2393 2.5 -0.3 9.9
C -1.3915 -1.9334 -1.2981 0.3 3.6 2.8
C -0.6412 -2.3848 -0.0143 -2.2 6.0 -0.4
C -1.3852 -1.4025 1.0109 -0.2 -4.4 4.7
C -3.0433 -1.7016 1.1861 6.6 -2.3 -8.8
H -3.0629 -2.8019 1.2386 -0.5 0.3 0.5
H -3.3450 -1.1933 1.9220 -2.7 3.6 5.8
H -1.0766 -0.3578 0.9004 -0.4 -0.2 0.0
H -0.9040 -1.8922 2.1610 -1.3 2.0 -3.0
H -0.7698 -3.3829 0.2151 0.0 -2.0 0.5
H 0.3361 -1.9220 0.0905 0.6 -1.1 -0.7
H -1.3174 -0.8267 -1.5932 0.8 -1.3 1.0
H -1.1664 -2.3876 -2.1327 2.0 -2.8 -4.4
H -3.1529 -3.0374 -1.1081 -1.2 -4.7 0.5
H -3.3210 -1.7036 -1.8439 -5.9 5.0 -10.5
H -5.2818 -2.3059 0.3778 -2.0 -5.2 3.0
H -5.2982 -1.3545 -0.9867 -2.2 -0.1 -3.4
H -4.8529 0.1444 1.4602 2.5 0.5 3.5
H -7.5551 -0.6585 0.6234 3.7 1.3 2.3
```
Positions in Å, forces in eV/Å.

Summary:
Orbital gap = 8.04 eV
Molecular weight = 392.5 g mol⁻¹
Energy = -1269.5850 a.u.
Strongest force on any atom = 19.24 eV/A
Energy relative to the best compared isomer or geometry (same formula, charge and spin) = 519.1 kcal/mol
Spin multiplicity = 1


Record 3
Entry from the OMol25 dataset: a molecular structure, C22H36NYb at a distorted geometry (ωB97M-V with the def2-TZVPD basis set).

Structure (XYZ):
```
60
Properties=species:S:1:pos:R:3:forces:R:3
C 1.4273 2.1197 -1.2649 4.1 3.7 2.1
H 2.4511 2.8217 -0.9517 -2.8 -2.3 -1.5
H 1.5440 1.3262 -1.9602 0.2 0.0 -1.3
H 1.5127 1.4100 2.0601 0.0 -2.5 -0.8
C 0.2263 3.0597 -1.2664 -0.5 0.1 -0.8
H -0.7281 2.4899 -1.6084 1.0 0.9 0.1
H 0.0001 3.3617 -0.1809 0.1 0.1 -0.8
C 0.4688 4.3473 -2.1290 -1.0 -1.1 1.2
H -0.4627 4.9344 -2.1419 0.6 0.1 -0.3
H 1.2950 4.8902 -1.6553 -0.3 0.0 -0.3
H 0.7573 3.9704 -3.1051 0.0 0.4 -0.2
C -0.8290 -1.7330 -0.1284 1.4 -0.6 0.0
C -1.4769 -0.8994 -1.0877 0.8 1.0 -2.2
C -0.5224 -0.5934 -2.1095 -2.3 0.2 1.0
C 0.7072 -1.2318 -1.7646 0.5 -1.1 0.6
C 0.4997 -1.9676 -0.5681 -0.2 0.6 0.3
C 1.4560 -2.8989 0.0859 0.3 -0.4 0.1
C 1.9204 -1.2885 -2.6280 0.2 0.1 -0.1
C -0.8225 0.0361 -3.4279 0.0 0.3 -0.4
C -2.9402 -0.6348 -1.1470 -0.4 0.1 0.0
C -1.4685 -2.3818 1.0460 -0.3 0.0 0.3
Yb 0.1885 1.0444 0.0822 -2.0 -2.7 0.1
H 2.7924 -1.6298 -2.0583 -0.2 0.0 -0.2
H 1.7822 -1.9965 -3.4716 0.0 0.3 0.4
H 2.1635 -0.3062 -3.0603 -0.1 -0.3 0.0
H 2.4634 -2.8179 -0.3466 -0.3 -0.1 0.2
H 1.5426 -2.6912 1.1632 0.0 -0.2 -0.2
H 1.1266 -3.9487 -0.0327 0.2 0.4 0.1
H -2.3900 -1.8611 1.3405 0.1 -0.2 -0.1
H -1.7331 -3.4400 0.8504 0.2 0.5 0.1
H -0.7863 -2.3752 1.9111 0.0 -0.3 -0.3
H -3.1584 0.2293 -1.7834 -0.1 -0.2 0.1
H -3.5177 -1.4948 -1.5482 0.4 0.4 0.2
H -3.3313 -0.4193 -0.1456 -0.1 0.0 -0.2
H -0.0733 0.7981 -3.6859 -0.2 -0.2 -0.1
H -0.8360 -0.7090 -4.2516 0.1 0.3 0.5
H -1.8032 0.5233 -3.4210 0.2 -0.1 0.0
C -0.1715 -1.0524 5.4139 0.1 -0.2 0.5
N -0.8356 -0.6448 4.1460 0.3 -0.1 -0.9
C -2.3082 -0.5303 4.3298 -0.4 0.1 0.0
C -0.2288 0.6153 3.5351 -0.5 0.0 0.6
C 1.2108 0.3203 3.2181 1.8 1.1 0.7
C 2.2377 0.4425 4.1788 0.1 -0.7 0.6
C 3.5497 0.0919 3.8363 -0.6 0.4 0.6
C 3.8884 -0.2925 2.5342 -0.5 -1.1 -1.0
C 2.8896 -0.3960 1.5613 1.1 1.6 0.6
C 1.5793 0.0356 1.8773 -1.2 1.8 -0.1
H -0.1721 -0.1955 6.0977 0.0 -0.3 -0.1
H 0.8487 -1.3866 5.2122 -0.3 0.1 0.1
H -0.7490 -1.8752 5.8464 0.2 0.2 -0.1
H -0.6584 -1.3907 3.4439 -0.2 0.4 0.4
H -2.5093 0.3327 4.9760 0.0 -0.3 -0.1
H -2.7854 -0.3965 3.3512 0.1 0.0 0.3
H -2.6678 -1.4517 4.8007 0.0 0.3 -0.1
H -0.8450 0.8455 2.6394 0.4 -0.2 0.4
H -0.3695 1.4203 4.2724 0.1 -0.3 -0.2
H 1.9948 0.7917 5.1889 0.3 -0.2 -0.3
H 4.3253 0.1258 4.6010 -0.2 0.2 -0.2
H 4.9192 -0.5265 2.2618 -0.3 0.0 0.3
H 3.1279 -0.5801 0.5086 0.1 0.0 0.4
```
Positions in Å, forces in eV/Å.

Summary:
Orbital gap (spin up / spin down) = 5.42 / 4.77 eV
Molecular weight = 487.6 g mol⁻¹
Energy = -2072.5102 a.u.
Total charge = +2
Strongest force on any atom = 5.96 eV/A
Spin multiplicity = 2


Record 4
Entry from the OMol25 dataset: a molecular structure, C22H37AsN6ReS6Si4Te at a distorted geometry (ωB97M-V with the def2-TZVPD basis set).

Structure (XYZ):
```
78
Properties=species:S:1:pos:R:3:forces:R:3
Re 2.6255 1.5802 0.3241 0.8 -0.4 2.0
S 0.5371 8.7970 -0.4512 -0.1 0.5 -0.1
N 1.9974 8.1305 -0.4583 -0.2 0.0 0.0
C 1.8011 6.8283 -0.3343 0.3 -0.3 0.0
C 2.8470 5.8199 -0.2917 0.0 0.4 0.0
C 4.2181 6.1108 -0.3843 0.0 0.2 0.0
C 5.1283 5.0837 -0.3373 0.1 0.1 -0.1
C 4.6752 3.7834 -0.1921 -0.3 -0.1 0.0
N 3.3643 3.4823 -0.1092 -0.1 0.0 -0.2
C 2.4539 4.5065 -0.1517 0.1 -0.4 0.1
C 1.0620 4.1300 -0.0193 0.3 -0.4 0.0
N 0.8280 2.8043 0.1695 -0.4 0.3 -0.1
C -0.4431 2.4199 0.3089 0.2 0.0 0.0
C -1.5111 3.3049 0.2486 -0.1 0.0 0.0
C -1.2714 4.6444 0.0515 -0.1 0.1 0.0
C 0.0492 5.0751 -0.0765 -0.1 0.4 0.0
C 0.4408 6.4655 -0.2429 -0.1 -0.5 0.0
N -0.3890 7.4943 -0.3000 0.2 0.1 0.0
H 4.5322 7.1443 -0.4842 0.0 -0.1 0.0
H 6.1928 5.2650 -0.4000 0.0 0.0 0.0
H 5.3708 2.9619 -0.1547 0.0 -0.1 0.0
H -0.6271 1.3670 0.4848 0.0 0.0 0.0
H -2.5180 2.9290 0.3603 0.0 0.0 0.0
H -2.0757 5.3708 -0.0001 0.1 -0.1 0.0
S 4.9391 3.6691 2.9005 0.0 0.0 0.2
As 4.5429 1.8099 3.6569 0.5 0.1 0.2
S 2.4152 1.6214 2.5131 -0.1 0.0 -1.8
S 4.5695 0.4720 0.3254 -1.0 0.3 -0.1
S 5.5646 0.3352 2.0061 0.2 0.0 0.2
C -4.9005 -1.7913 -1.6056 -0.2 -0.2 -0.1
Si -3.5534 -0.6519 -1.0371 0.1 0.0 0.0
C -2.7428 0.2878 -2.4135 0.2 0.2 -0.3
C -4.1329 0.4495 0.3364 -0.2 0.2 0.2
Si -2.0004 -2.1988 -0.1677 0.0 0.0 0.0
Te 1.3081 -0.6924 -0.2760 -0.1 0.0 -0.3
Si -1.2955 -3.9081 -1.6453 0.1 0.1 0.2
C 0.2756 -4.6546 -1.0024 0.3 -0.1 0.1
C -1.0467 -3.1349 -3.3022 0.0 0.1 -0.3
C -2.6988 -5.1078 -1.5622 -0.3 -0.2 0.1
Si -1.9542 -2.4541 2.1775 0.3 -0.1 -0.2
C -1.8877 -0.8292 3.0530 0.0 0.3 0.1
C -3.5555 -3.3594 2.4021 -0.3 -0.1 0.0
C -0.4671 -3.4778 2.6074 0.2 -0.2 0.2
H -5.7551 -1.1950 -1.9462 0.1 -0.1 0.0
H -5.2571 -2.4380 -0.7965 0.0 0.0 -0.1
H -4.5802 -2.4211 -2.4412 -0.1 0.1 0.1
H -3.4359 1.0376 -2.8121 0.1 -0.1 0.0
H -2.4657 -0.3790 -3.2357 0.0 0.1 0.1
H -1.8382 0.8096 -2.0799 -0.1 0.0 -0.1
H -4.6617 1.3127 -0.0838 0.0 -0.1 0.1
H -3.3192 0.8131 0.9681 0.0 0.0 0.0
H -4.8412 -0.0809 0.9804 0.1 0.1 0.0
H 1.1057 -3.9444 -1.0744 -0.1 -0.1 0.0
H 0.5298 -5.5305 -1.6098 0.0 0.1 0.1
H 0.1762 -4.9828 0.0352 0.0 0.0 -0.1
H -0.3418 -2.2987 -3.2535 0.0 -0.1 -0.1
H -1.9867 -2.7686 -3.7248 0.1 0.0 0.0
H -0.6410 -3.8813 -3.9935 0.0 0.1 0.0
H -2.7909 -5.5469 -0.5646 0.0 0.0 -0.1
H -2.4991 -5.9217 -2.2677 0.0 0.0 0.1
H -3.6584 -4.6604 -1.8356 0.1 -0.1 0.0
H -2.7746 -0.2185 2.8723 0.1 0.0 0.0
H -0.9966 -0.2516 2.7807 -0.1 0.0 0.1
H -1.8363 -1.0280 4.1289 0.0 0.1 0.0
H -4.4163 -2.7345 2.1446 0.0 -0.1 0.0
H -3.6566 -3.6443 3.4557 0.0 0.0 -0.1
H -3.6009 -4.2776 1.8077 0.0 0.1 0.1
H 0.4507 -2.9540 2.3165 -0.1 -0.1 0.0
H -0.4901 -4.4527 2.1131 0.0 0.1 0.1
H -0.4245 -3.6534 3.6883 0.0 0.0 -0.1
N 3.3562 -3.2228 0.7846 0.0 0.0 0.0
C 3.7176 -3.0548 -0.4695 0.1 0.0 -0.1
N 4.7226 -3.7377 -0.9845 0.0 0.0 0.0
S 2.9244 -1.9427 -1.5723 0.0 0.0 0.1
H 3.8269 -3.8789 1.3908 0.0 0.0 0.0
H 2.5632 -2.7185 1.1529 0.0 0.0 0.0
H 5.2237 -4.4377 -0.4565 0.0 0.0 0.0
H 5.0029 -3.5995 -1.9438 0.0 0.0 0.0
```
Positions in Å, forces in eV/Å.

Summary:
Orbital gap (spin up / spin down) = 5.30 / 5.29 eV
Molecular weight = 1079.1 g mol⁻¹
Energy = -7317.5142 a.u.
Total charge = +3
Strongest force on any atom = 2.20 eV/A
Energy relative to the best compared isomer or geometry (same formula, charge and spin) = 0.0 kcal/mol
Spin multiplicity = 1